Record 1
A structure of composition C36H25Br2N2O7PSe2V, computed with ωB97M-V with the def2-TZVPD basis set.

Structure (XYZ):
```
76
Properties=species:S:1:pos:R:3
V -0.47 0.07 -0.22
Se 2.36 1.76 2.79
P 3.05 1.06 0.91
Se 1.77 1.30 -0.86
C 4.64 1.87 0.48
C 4.95 2.29 -0.81
C 6.19 2.85 -1.08
C 7.13 2.98 -0.07
C 6.82 2.56 1.22
C 5.58 2.01 1.49
C 3.57 -0.70 0.99
C 4.35 -1.23 -0.03
C 4.77 -2.55 0.03
C 4.39 -3.35 1.10
C 3.59 -2.83 2.10
C 3.19 -1.50 2.06
H 4.22 2.18 -1.60
H 6.43 3.17 -2.08
H 8.10 3.42 -0.28
H 7.55 2.67 2.02
H 5.33 1.70 2.50
H 4.63 -0.61 -0.88
H 5.38 -2.95 -0.77
H 4.70 -4.39 1.13
H 3.27 -3.46 2.93
H 2.57 -1.08 2.84
Br -0.97 -3.24 -4.04
C -1.44 -1.41 -4.01
C -2.06 -0.83 -5.12
C -2.40 0.50 -5.14
Br -3.23 1.23 -6.68
C -2.13 1.32 -4.02
C -2.40 2.70 -3.91
C -2.06 3.38 -2.78
C -1.45 2.69 -1.72
N -1.20 1.40 -1.78
C -1.52 0.71 -2.91
C -1.16 -0.68 -2.86
O -0.60 -1.14 -1.80
H -2.26 -1.44 -5.99
H -2.87 3.22 -4.74
H -2.25 4.44 -2.68
H -1.15 3.19 -0.81
C -1.39 2.90 2.94
C -1.69 1.81 1.95
O -0.75 1.50 1.20
C -2.99 1.19 1.88
C -4.03 1.63 2.72
C -5.29 1.10 2.66
C -5.54 0.08 1.72
C -4.56 -0.38 0.89
C -3.24 0.16 0.93
O -2.37 -0.31 0.12
H -0.34 3.14 2.87
H -1.64 2.59 3.96
H -1.99 3.79 2.72
H -3.83 2.42 3.44
H -6.08 1.45 3.31
H -6.53 -0.36 1.66
H -4.74 -1.17 0.17
O -0.49 -3.10 1.71
C 0.21 -2.57 0.88
O 0.39 -1.28 0.78
C 1.00 -3.40 -0.11
C 0.89 -4.78 -0.04
C 1.60 -5.59 -0.92
C 2.44 -5.02 -1.87
C 2.52 -3.64 -1.91
C 1.82 -2.81 -1.06
N 3.42 -3.02 -2.91
O 3.46 -1.81 -2.97
O 4.10 -3.77 -3.59
H 0.24 -5.20 0.71
H 1.51 -6.67 -0.87
H 3.01 -5.61 -2.56
H 1.92 -1.74 -1.12
```

For the LUMO energy (alpha / beta), the calculation gives 2.0 / 1.9 eV. The total charge is -1. The value obtained for the max |F| is 0.2 eV/A. The HOMO energy (alpha / beta) is -4.986 / -5.049 eV. As for the spin multiplicity: 3. The HOMO-LUMO gap (alpha / beta) is 7.0 / 6.9 eV.


Record 2
A cluster of 10 separate species, C20H35Cl15O5 in total in a non-equilibrium geometry, computed with ωB97M-V with the def2-TZVPD basis set.

Structure (XYZ):
```
75
Properties=species:S:1:pos:R:3
Cl -3.78 4.42 -3.67
C -2.21 4.16 -2.95
Cl -1.74 5.50 -1.89
Cl -0.99 3.94 -4.22
H -2.21 3.25 -2.35
Cl 2.20 -3.26 3.64
C 2.26 -1.86 2.53
Cl 3.59 -0.80 3.01
Cl 0.73 -1.00 2.54
H 2.44 -2.25 1.54
Cl 5.72 1.41 -2.13
C 4.33 2.03 -1.26
Cl 4.70 3.55 -0.45
Cl 3.76 0.84 -0.09
H 3.53 2.21 -1.96
Cl -4.36 2.55 0.62
C -5.80 2.52 1.62
Cl -5.73 3.73 2.89
Cl -5.99 0.90 2.32
H -6.67 2.72 1.02
Cl 0.74 -5.84 -2.41
C 0.47 -5.36 -0.75
Cl -0.35 -6.62 0.16
Cl -0.41 -3.85 -0.69
H 1.43 -5.20 -0.29
C -3.11 -1.44 1.81
C -2.75 -2.29 2.99
C -3.61 -2.14 4.23
O -1.82 -3.06 2.94
H -2.97 -2.01 0.89
H -2.37 -0.64 1.75
H -4.11 -1.01 1.90
H -3.22 -2.80 5.00
H -4.62 -2.48 4.01
H -3.61 -1.11 4.58
C -0.94 0.17 -5.15
C 0.40 0.37 -5.83
C 0.46 1.33 -6.99
O 1.39 -0.23 -5.49
H -1.32 -0.84 -5.32
H -1.65 0.92 -5.51
H -0.86 0.36 -4.08
H -0.35 1.15 -7.70
H 1.42 1.24 -7.48
H 0.30 2.35 -6.61
C 1.49 1.71 4.87
C 0.20 2.45 4.54
C -0.58 3.02 5.70
O -0.18 2.60 3.40
H 2.11 1.71 3.97
H 1.28 0.68 5.16
H 2.03 2.28 5.63
H 0.07 3.48 6.45
H -1.11 2.18 6.17
H -1.33 3.70 5.33
C 3.45 -2.18 -2.58
C 3.51 -2.54 -1.13
C 4.83 -3.00 -0.58
O 2.52 -2.50 -0.43
H 2.42 -2.14 -2.91
H 4.03 -2.85 -3.21
H 3.87 -1.17 -2.73
H 5.43 -2.13 -0.33
H 5.36 -3.64 -1.29
H 4.67 -3.59 0.33
C -1.04 1.63 0.42
C -0.97 0.77 -0.82
C 0.00 -0.38 -0.79
O -1.66 1.02 -1.78
H -0.19 1.52 1.09
H -1.93 1.28 0.97
H -1.22 2.68 0.20
H -0.26 -1.06 0.02
H 1.03 -0.07 -0.68
H -0.14 -1.01 -1.67
```

For the LUMO energy, the calculation gives 0.4 eV. The value obtained for the max |F| is 1.3 eV/A. The HOMO energy is -9.492 eV. As for the spin multiplicity: 1. The HOMO-LUMO gap is 9.9 eV.


Record 3
A cluster of 2 separate species, C4H12 in total in a non-equilibrium geometry, computed with ωB97M-V with the def2-TZVPD basis set.

Structure (XYZ):
```
16
Properties=species:S:1:pos:R:3
C -1.41 -1.30 -1.79
C -1.48 -1.30 -0.08
H -0.82 -0.37 -1.88
H -0.77 -2.22 -1.98
H -2.35 -1.41 -2.25
H -0.70 -1.95 0.25
H -1.25 -0.32 0.27
H -2.52 -1.85 0.14
C 0.91 1.91 0.88
C 1.78 0.70 0.95
H 0.28 1.90 0.03
H 0.46 2.08 1.75
H 1.67 2.78 0.75
H 1.22 -0.19 1.27
H 2.58 0.87 1.67
H 2.40 0.67 0.02
```

For the LUMO energy (alpha / beta), the calculation gives -3.6 / -11.4 eV. The total charge is +1. The value obtained for the max |F| is 5.2 eV/A. The HOMO energy (alpha / beta) is -14.776 / -14.776 eV. As for the spin multiplicity: 2. The HOMO-LUMO gap (alpha / beta) is 11.2 / 3.4 eV.


Record 4
An isolated molecule of C19H21NO4, computed with ωB97M-V with the def2-TZVPD basis set.

Structure (XYZ):
```
45
Properties=species:S:1:pos:R:3
C -4.96 -0.79 -2.25
O -4.70 -0.14 -1.04
C -3.54 -0.44 -0.37
C -2.57 -1.33 -0.81
C -1.43 -1.55 -0.06
C -1.23 -0.88 1.14
C 0.01 -1.10 2.00
O 0.30 0.02 2.79
C 1.18 -1.56 1.17
C 1.47 -2.88 1.02
O 2.50 -3.12 0.18
C 2.91 -1.91 -0.24
C 3.95 -1.69 -1.12
C 4.24 -0.38 -1.44
C 3.52 0.67 -0.87
O 3.85 1.96 -1.19
C 2.47 0.46 0.03
C 1.83 1.69 0.63
N 0.37 1.71 0.55
C -0.14 2.94 1.11
C -0.08 1.54 -0.81
C 2.15 -0.87 0.34
C -2.21 0.00 1.58
C -3.35 0.23 0.84
H -5.02 -1.87 -2.12
H -5.92 -0.41 -2.59
H -4.19 -0.56 -3.00
H -2.69 -1.87 -1.74
H -0.70 -2.25 -0.42
H -0.21 -1.91 2.71
H 0.30 0.77 2.17
H 1.00 -3.74 1.47
H 4.51 -2.51 -1.54
H 5.05 -0.16 -2.13
H 4.59 1.95 -1.82
H 2.11 1.74 1.69
H 2.26 2.57 0.13
H 0.19 3.05 2.14
H 0.18 3.83 0.54
H -1.23 2.90 1.10
H 0.28 0.59 -1.20
H -1.17 1.53 -0.83
H 0.28 2.34 -1.47
H -2.07 0.51 2.52
H -4.11 0.91 1.18
```

For the LUMO energy, the calculation gives 0.7 eV. The value obtained for the max |F| is 1.0 eV/A. The HOMO energy is -8.186 eV. As for the spin multiplicity: 1. The HOMO-LUMO gap is 8.9 eV.


Record 5
A cluster of 5 separate species, C19H41BrFNO11PS in total in a non-equilibrium geometry, computed with ωB97M-V with the def2-TZVPD basis set.

Structure (XYZ):
```
76
Properties=species:S:1:pos:R:3
O 2.47 4.14 1.58
N 1.96 3.37 0.81
O 2.79 2.95 -0.12
P 2.85 1.06 -0.31
C 2.49 1.29 -2.12
C 1.35 2.28 -2.43
C 1.87 3.61 -2.94
Br 0.43 4.64 -3.78
C 3.20 -0.80 -0.34
O 2.40 -1.47 0.62
C 1.08 -1.79 0.30
O 0.71 -1.28 -0.96
C -0.66 -1.45 -1.24
C -1.45 -0.15 -1.13
O -1.07 0.48 0.07
S 5.26 1.45 -0.82
O 5.54 2.71 -1.50
O 6.11 1.10 0.30
F 5.68 0.33 -1.98
H 3.37 1.11 1.02
H 1.51 0.93 0.10
H 2.23 0.31 -2.52
H 3.40 1.65 -2.61
H 0.69 1.85 -3.19
H 0.72 2.44 -1.55
H 2.24 4.25 -2.14
H 2.63 3.49 -3.71
H 4.23 -0.95 -0.02
H 3.11 -1.25 -1.34
H 0.43 -1.36 1.07
H 0.95 -2.89 0.30
H -0.76 -1.86 -2.25
H -1.11 -2.19 -0.55
H -2.52 -0.39 -1.13
H -1.25 0.50 -2.00
H -1.44 1.37 0.13
C -4.97 1.80 -3.69
C -3.63 2.27 -4.19
O -2.59 1.88 -3.71
C -3.64 3.27 -5.33
H -4.83 1.09 -2.87
H -5.56 2.65 -3.34
H -5.53 1.32 -4.49
H -4.18 4.17 -5.03
H -4.15 2.84 -6.20
H -2.62 3.53 -5.59
C -0.79 5.39 0.76
C -1.31 4.00 1.01
O -1.75 3.31 0.12
C -1.24 3.50 2.43
H -0.89 5.63 -0.29
H -1.35 6.11 1.36
H 0.26 5.44 1.05
H -1.81 4.15 3.09
H -0.20 3.51 2.77
H -1.63 2.48 2.49
C 1.67 -7.33 0.58
C 1.24 -6.16 1.44
O 1.47 -5.02 1.13
C 0.50 -6.47 2.72
H 2.18 -6.96 -0.31
H 2.33 -7.99 1.14
H 0.79 -7.91 0.28
H 1.10 -7.10 3.38
H -0.43 -7.00 2.50
H 0.27 -5.53 3.21
C -3.05 -3.63 5.51
C -1.68 -3.56 4.88
O -1.03 -4.56 4.65
C -1.16 -2.19 4.54
H -3.31 -4.67 5.70
H -3.06 -3.07 6.45
H -3.79 -3.18 4.85
H -1.10 -1.57 5.45
H -1.83 -1.69 3.85
H -0.17 -2.26 4.09
```

For the LUMO energy, the calculation gives 2.2 eV. The total charge is -1. The value obtained for the max |F| is 1.9 eV/A. The HOMO energy is -5.381 eV. As for the spin multiplicity: 1. The HOMO-LUMO gap is 7.6 eV.


Record 6
A structure of composition C23H25Cl5IrN4, computed with ωB97M-V with the def2-TZVPD basis set.

Structure (XYZ):
```
58
Properties=species:S:1:pos:R:3
Ir 0.21 -0.46 0.16
Cl -1.21 1.52 -0.32
C 0.31 2.22 0.22
C 1.18 1.21 0.58
C 2.39 1.61 1.12
Cl 3.55 0.44 1.67
C 2.69 2.97 1.25
Cl 4.21 3.45 1.90
C 1.78 3.95 0.86
Cl 2.15 5.62 1.03
C 0.54 3.57 0.34
Cl -0.65 4.70 -0.13
C -1.93 -2.70 -0.55
N -2.21 -2.18 -1.87
C -3.62 -2.16 -2.25
C -1.26 -1.50 -2.57
N -0.19 -1.05 -1.97
N -1.51 -1.27 -3.89
C -0.78 -0.23 -4.58
C -2.00 -2.34 -4.75
H -2.45 -3.65 -0.42
H -2.26 -2.02 0.24
H -0.87 -2.91 -0.45
H -4.21 -1.92 -1.36
H -3.95 -3.12 -2.64
H -3.80 -1.39 -3.00
H 0.46 -0.65 -2.63
H -0.68 0.65 -3.95
H -1.34 0.06 -5.47
H 0.21 -0.56 -4.91
H -2.23 -3.23 -4.17
H -1.24 -2.61 -5.48
H -2.90 -2.04 -5.29
C -1.14 -0.71 4.79
C -0.90 -1.83 4.01
C -0.44 -1.68 2.70
C -0.23 -0.42 2.14
C -0.49 0.70 2.94
C -0.94 0.55 4.24
H -1.49 -0.82 5.81
H -1.06 -2.82 4.41
H -0.30 -2.57 2.10
H -0.35 1.70 2.57
H -1.14 1.43 4.84
N 1.78 -1.79 0.47
C 1.66 -3.18 0.05
C 1.85 -3.47 -1.30
C 1.71 -4.78 -1.74
C 1.38 -5.79 -0.84
C 1.23 -5.49 0.51
C 1.37 -4.18 0.96
H 2.54 -1.37 -0.06
H 2.08 -1.73 1.45
H 2.10 -2.68 -2.00
H 1.86 -5.01 -2.78
H 1.27 -6.80 -1.18
H 1.01 -6.27 1.22
H 1.29 -3.96 2.01
```

For the LUMO energy, the calculation gives -2.7 eV. The total charge is +1. The value obtained for the max |F| is 0.6 eV/A. The HOMO energy is -10.896 eV. As for the spin multiplicity: 1. The HOMO-LUMO gap is 8.2 eV.


Record 7
An isolated molecule of C6H15N3 in a non-equilibrium geometry, computed with ωB97M-V with the def2-TZVPD basis set.

Structure (XYZ):
```
24
Properties=species:S:1:pos:R:3
C 1.55 0.38 1.70
C 1.68 0.20 0.38
C 2.85 -0.54 -0.21
N 0.94 0.99 -0.58
C -0.43 0.59 -0.81
N -0.45 -0.90 -0.82
C -0.85 -1.61 0.38
N -1.35 1.25 0.07
C -2.73 1.20 -0.36
H 2.25 -0.07 2.39
H 0.71 0.91 2.12
H 3.52 -0.90 0.56
H 2.50 -1.40 -0.78
H 3.42 0.10 -0.89
H 1.43 1.01 -1.46
H -0.68 0.90 -1.83
H -1.02 -1.22 -1.59
H -0.79 -2.68 0.18
H -1.86 -1.38 0.75
H -0.15 -1.40 1.19
H -1.23 0.92 1.02
H -3.11 0.20 -0.54
H -2.82 1.78 -1.28
H -3.36 1.67 0.41
```

For the LUMO energy, the calculation gives 1.0 eV. The value obtained for the max |F| is 2.0 eV/A. The HOMO energy is -8.075 eV. As for the spin multiplicity: 1. The HOMO-LUMO gap is 9.1 eV.


Record 8
A cluster of 2 separate species, C7H8IOP in total in a non-equilibrium geometry, computed with ωB97M-V with the def2-TZVPD basis set.

Structure (XYZ):
```
18
Properties=species:S:1:pos:R:3
C 1.49 2.18 0.33
C 0.41 1.90 -0.49
C 2.22 1.04 0.81
C -0.11 0.65 -0.66
C 1.74 -0.24 0.70
C 0.68 -0.44 -0.15
C -0.68 -2.22 -1.02
O 0.18 -1.72 -0.22
P -3.41 -1.76 0.82
I -3.68 0.36 -0.24
H 1.73 3.19 0.54
H -0.17 2.72 -0.84
H 3.20 1.24 1.43
H -1.09 0.57 -1.13
H 2.31 -1.01 1.14
H -1.27 -1.58 -1.85
H -0.87 -3.34 -1.13
H -2.68 -1.55 1.95
```

For the LUMO energy (alpha / beta), the calculation gives -1.2 / 0.1 eV. The value obtained for the max |F| is 5.8 eV/A. The HOMO energy (alpha / beta) is -6.965 / -7.998 eV. As for the spin multiplicity: 1. The HOMO-LUMO gap (alpha / beta) is 5.8 / 8.1 eV.


Record 9
A structure of composition C38H61MnNO6P3, computed with ωB97M-V with the def2-TZVPD basis set.

Structure (XYZ):
```
110
Properties=species:S:1:pos:R:3
Mn -0.05 -0.15 0.53
C -1.35 3.43 -4.52
C -0.89 1.99 -4.55
C 0.39 1.78 -5.32
O -0.67 1.59 -3.14
P -1.31 0.33 -2.48
O -1.24 0.46 -0.99
C -0.46 -1.15 -3.06
P 1.16 -1.37 -2.31
O 1.17 -0.98 -0.86
O 1.58 -2.85 -2.39
C 1.90 -3.79 -3.49
C 3.13 -3.34 -4.23
C 0.70 -4.00 -4.38
O 2.06 -0.46 -3.21
C 3.28 0.24 -2.72
C 4.27 0.24 -3.85
C 2.87 1.63 -2.28
O -2.76 0.10 -3.02
C -3.87 1.04 -2.71
C -4.56 1.37 -4.01
C -4.77 0.35 -1.72
H -1.57 3.76 -5.54
H -0.57 4.06 -4.11
H -2.25 3.55 -3.92
H -1.68 1.34 -4.95
H 1.18 2.40 -4.90
H 0.24 2.08 -6.35
H 0.72 0.74 -5.30
H -0.39 -1.13 -4.15
H -1.08 -2.01 -2.79
H 2.11 -4.70 -2.93
H 2.94 -2.43 -4.80
H 3.43 -4.12 -4.92
H 3.96 -3.17 -3.54
H 0.50 -3.12 -5.01
H -0.19 -4.24 -3.80
H 0.90 -4.83 -5.05
H 3.66 -0.34 -1.87
H 3.85 0.75 -4.72
H 4.56 -0.77 -4.13
H 5.17 0.77 -3.54
H 2.53 2.21 -3.14
H 3.72 2.14 -1.84
H 2.06 1.60 -1.55
H -3.42 1.94 -2.27
H -4.96 0.46 -4.46
H -3.88 1.85 -4.72
H -5.38 2.05 -3.82
H -5.11 -0.61 -2.12
H -5.65 0.96 -1.52
H -4.26 0.17 -0.77
C 3.82 1.55 1.73
C 3.44 2.43 2.74
C 2.09 2.58 3.03
C 1.15 1.86 2.31
N 1.53 1.00 1.35
C 2.84 0.86 1.06
C -0.31 1.93 2.51
C -0.92 2.86 3.35
C -2.30 2.92 3.43
C -3.08 2.08 2.64
C -2.47 1.15 1.80
C -1.09 1.06 1.76
H 4.86 1.41 1.47
H 4.18 2.99 3.29
H 1.78 3.26 3.81
H 3.07 0.15 0.27
H -0.32 3.55 3.94
H -2.77 3.64 4.08
H -4.16 2.14 2.69
H -3.09 0.51 1.20
C -1.90 -1.62 4.13
C -0.55 -2.22 3.71
C -0.35 -3.58 4.38
C 0.57 -1.28 4.18
P -0.40 -2.34 1.85
C 1.11 -3.34 1.61
C 2.31 -2.65 1.45
C 3.51 -3.34 1.33
C 3.52 -4.72 1.35
C 2.33 -5.42 1.51
C 1.14 -4.73 1.65
C -1.83 -3.27 1.07
C -1.36 -3.75 -0.30
C -2.95 -2.24 0.84
C -2.41 -4.44 1.86
H -1.90 -1.50 5.21
H -2.73 -2.27 3.88
H -2.06 -0.64 3.68
H -0.42 -3.45 5.46
H 0.64 -4.00 4.17
H -1.10 -4.31 4.09
H 0.54 -1.22 5.27
H 0.43 -0.27 3.79
H 1.56 -1.64 3.90
H 2.31 -1.57 1.45
H 4.44 -2.78 1.22
H 4.46 -5.26 1.25
H 2.34 -6.50 1.55
H 0.23 -5.30 1.81
H -0.79 -2.97 -0.82
H -2.23 -4.01 -0.91
H -0.72 -4.63 -0.24
H -2.63 -1.46 0.15
H -3.28 -1.77 1.77
H -3.81 -2.75 0.40
H -1.68 -5.22 2.09
H -3.20 -4.90 1.26
H -2.86 -4.12 2.80
```

For the LUMO energy (alpha / beta), the calculation gives -5.9 / -5.3 eV. The total charge is +2. The value obtained for the max |F| is 0.1 eV/A. The HOMO energy (alpha / beta) is -13.569 / -13.717 eV. As for the spin multiplicity: 5. The HOMO-LUMO gap (alpha / beta) is 7.7 / 8.4 eV.


Look up the spin multiplicity of the third one.
2


spin multiplicity of number 3 (C4H12)?
2


Which value of max |F| does entry 2 give?
1.3 eV/A


max |F| of number 4 (C19H21NO4)?
1.0 eV/A